100
Properties=species:S:1:pos:R:3:forces:R:3 method="wB97M-V/def2-TZVPD" homo_lumo_gap_ev=8.0 e_tot_ev=-150532.642 homo_ev=-7.9912 de_lowest_kj_mol=0.0
C 2.235 2.661 -1.741 0.16 -0.42 -0.64
S 0.859 3.733 -1.405 0.19 0.32 0.44
O 0.690 3.758 0.077 -0.13 -0.21 0.06
C 1.708 5.276 -1.768 -0.12 0.66 -0.33
H 2.486 2.772 -2.799 0.08 -0.02 0.05
H 1.940 1.623 -1.596 -0.07 0.02 0.11
H 3.089 2.920 -1.117 -0.06 0.07 0.10
H 1.393 5.955 -0.975 -0.01 -0.07 0.06
H 1.365 5.705 -2.711 0.01 -0.17 -0.05
H 2.793 5.198 -1.786 -0.01 -0.18 0.12
C 1.060 -2.122 -3.462 0.14 -0.90 -0.73
S 1.436 -0.965 -4.768 -0.44 0.69 -0.37
O 2.527 -0.055 -4.334 0.18 0.15 0.33
C 2.187 -2.110 -5.924 0.33 -1.28 0.85
H 0.489 -1.650 -2.668 0.09 0.19 -0.01
H 1.960 -2.644 -3.132 -0.01 0.36 0.30
H 0.443 -2.890 -3.944 -0.19 0.12 0.15
H 2.772 -2.815 -5.320 0.16 0.17 -0.08
H 2.877 -1.603 -6.589 -0.32 0.29 -0.16
H 1.442 -2.732 -6.418 -0.11 0.37 -0.29
C 3.786 6.092 3.916 0.12 0.02 -0.39
S 2.730 4.748 4.467 0.35 -0.01 0.07
O 1.460 5.360 4.896 -0.55 0.17 0.22
C 2.472 4.087 2.828 0.22 -0.49 -0.04
H 3.226 6.659 3.172 0.00 0.09 0.06
H 4.677 5.663 3.455 0.04 0.05 0.07
H 4.066 6.732 4.747 -0.09 -0.09 0.13
H 3.460 3.811 2.452 -0.09 0.08 -0.22
H 1.950 4.789 2.182 0.06 0.08 0.00
H 1.890 3.172 2.921 -0.12 0.07 0.05
C -2.781 -2.691 -0.527 -0.07 0.22 0.74
S -2.213 -3.999 -1.595 0.17 0.44 -0.30
O -3.112 -5.154 -1.406 -0.20 -0.39 0.12
C -0.707 -4.301 -0.673 0.06 -0.20 -0.02
H -2.139 -1.811 -0.612 -0.01 -0.03 -0.18
H -2.725 -3.033 0.509 -0.02 -0.08 -0.03
H -3.823 -2.452 -0.735 0.06 -0.09 -0.33
H -0.026 -3.461 -0.807 0.01 0.00 0.02
H -0.270 -5.207 -1.094 0.04 0.04 -0.01
H -0.948 -4.449 0.380 -0.04 0.01 0.00
C -4.415 0.553 -0.207 -0.51 -0.37 -0.80
S -3.468 1.689 0.795 -0.05 -0.25 0.23
O -4.414 2.718 1.301 -0.09 0.14 -0.01
C -3.218 0.488 2.119 0.31 0.11 -0.41
H -4.647 0.984 -1.181 0.11 0.34 0.15
H -5.371 0.299 0.253 0.15 0.08 0.34
H -3.846 -0.353 -0.416 0.11 0.13 0.25
H -2.637 0.963 2.908 -0.15 0.05 0.10
H -2.619 -0.317 1.686 -0.05 -0.09 0.17
H -4.191 0.147 2.465 0.01 0.01 0.12
C -0.349 -5.686 4.588 0.49 -0.36 0.04
S -1.829 -4.933 3.908 0.16 0.18 -0.81
O -2.927 -5.119 4.871 -0.36 -0.14 0.51
C -1.285 -3.236 4.090 0.71 -0.16 0.39
H 0.130 -5.074 5.352 -0.17 -0.02 0.12
H 0.374 -5.893 3.795 -0.09 0.21 -0.11
H -0.637 -6.656 4.993 -0.15 0.10 0.10
H -1.073 -3.110 5.154 -0.40 0.23 0.05
H -2.040 -2.559 3.707 -0.05 0.01 0.07
H -0.339 -3.068 3.573 -0.17 -0.07 -0.32
C -2.386 -0.643 -4.059 -0.43 0.03 0.00
S -2.331 0.702 -2.869 0.06 -0.20 -0.03
O -1.414 0.293 -1.762 0.16 -0.25 0.09
C -1.412 1.887 -3.817 0.31 0.63 -0.22
H -2.583 -1.563 -3.508 0.28 0.01 0.09
H -1.469 -0.679 -4.639 0.08 -0.17 -0.02
H -3.264 -0.489 -4.691 0.16 0.16 -0.16
H -0.379 1.607 -4.041 -0.11 -0.51 0.17
H -1.362 2.754 -3.158 -0.10 0.14 -0.20
H -1.905 2.134 -4.757 -0.23 0.04 0.12
C 2.424 -5.096 0.934 0.16 -0.64 0.36
S 2.771 -5.240 -0.819 -0.42 -0.13 0.07
O 2.541 -3.886 -1.388 0.20 0.26 -0.09
C 4.530 -5.479 -0.677 0.49 0.03 0.09
H 3.202 -4.519 1.432 -0.18 0.29 -0.04
H 2.420 -6.098 1.373 0.02 0.01 -0.09
H 1.427 -4.680 1.054 0.05 0.19 -0.06
H 4.957 -5.289 -1.660 -0.05 -0.14 -0.05
H 4.733 -6.504 -0.367 -0.04 -0.02 -0.07
H 4.984 -4.789 0.036 -0.14 0.08 -0.01
C 0.268 0.966 1.003 -0.15 0.57 -0.23
S 0.677 -0.635 1.642 0.25 -0.16 0.13
O -0.556 -1.480 1.628 -0.13 -0.10 -0.16
C 1.635 -1.145 0.218 0.43 -0.10 0.29
H 0.000 0.953 -0.054 -0.08 -0.27 0.04
H 1.112 1.641 1.139 0.04 -0.06 0.08
H -0.583 1.370 1.549 0.08 -0.08 0.18
H 2.083 -2.120 0.396 -0.32 -0.17 -0.02
H 2.485 -0.473 0.089 -0.24 0.25 -0.21
H 0.948 -1.167 -0.625 0.16 0.07 -0.13
C -2.719 5.241 -0.222 -0.23 0.48 0.42
S -1.553 5.905 0.989 0.42 0.28 -0.40
O -2.239 7.053 1.635 -0.18 0.10 0.15
C -1.538 4.583 2.171 -0.08 -0.70 0.67
H -3.502 4.664 0.271 0.16 -0.34 -0.13
H -2.165 4.736 -1.011 -0.15 -0.28 0.04
H -3.192 6.147 -0.604 0.15 -0.01 -0.20
H -0.811 4.834 2.945 -0.01 0.18 -0.04
H -1.236 3.631 1.736 0.05 0.17 -0.33
H -2.519 4.460 2.634 -0.08 0.20 -0.14